{
  "formula": "C6H12N2",
  "method": "ωB97M-V/def2-TZVPD",
  "elements": ["H", "N", "H", "H", "C", "H", "C", "H", "H", "C", "C", "N", "C", "H", "H", "H", "H", "H", "C", "H"],
  "positions_angstrom": [[-2.0308, 1.7984, 0.1554], [3.3400, 0.3787, 0.1103], [-1.5274, 0.8803, -2.0357], [-0.4336, -1.2205, 2.1362], [-0.8604, 0.1581, -1.7690], [-0.8820, 1.1857, 1.3451], [0.1261, -0.9203, 0.1750], [0.8527, -1.2718, -0.5427], [0.1532, 0.6253, -2.0412], [-0.1113, -1.7856, 1.2712], [-0.9173, -0.0731, -0.3480], [2.8200, 1.3374, -0.5642], [-1.0779, 1.3173, 0.2440], [-1.0683, -2.4883, 1.0564], [-0.8672, -0.7098, -2.4957], [0.7046, -2.4321, 1.4305], [1.8357, 1.0935, 1.6025], [-0.2566, 1.9618, -0.1987], [2.1331, 0.7436, 0.5897], [-1.9326, -0.5785, -0.1209]],
  "forces_ev_per_angstrom": [[-0.6, 0.0, -0.4], [0.5, 0.9, -1.3], [-2.2, 1.7, -1.1], [0.2, -0.1, 0.6], [4.0, -1.6, -3.6], [-0.1, 0.6, -0.8], [2.4, 1.0, -1.5], [-0.1, -0.1, -0.3], [-1.1, -0.4, 0.5], [-3.1, -1.7, 0.8], [-3.5, 0.0, 1.0], [0.4, -1.2, 1.4], [2.4, 0.2, 2.1], [1.9, 1.3, 0.3], [-0.5, 0.6, 1.1], [0.9, -0.7, 0.7], [0.7, 0.1, -0.9], [-1.0, -0.5, 0.7], [-2.6, -0.5, 0.8], [1.2, 0.3, -0.2]],
  "mulliken_charge": [0.47, -0.33, 0.48, 0.28, -1.74, 0.28, -0.59, 0.62, 0.32, -1.38, 1.18, -0.21, -1.39, 0.28, 0.34, 0.42, 0.32, 0.27, 0.17, 0.20],
  "relative_energy_kj_mol": 669.29,
  "total_energy_ha": -345.07294,
  "mol_weight_g_mol": 112.2,
  "gap_ev": [8.04, 7.93],
  "homo_ev": [-8.13, -7.65]
}

{
  "formula": "C5H33NO13",
  "method": "ωB97M-V/def2-TZVPD",
  "elements": ["H", "O", "H", "O", "O", "O", "O", "H", "O", "H", "H", "H", "O", "H", "H", "H", "H", "C", "O", "H", "O", "C", "O", "O", "H", "H", "H", "H", "C", "H", "C", "C", "H", "H", "H", "H", "H", "H", "H", "H", "N", "O", "H", "H", "H", "H", "H", "H", "O", "H", "H", "H"],
  "positions_angstrom": [[2.5052, 1.4192, -3.4195], [-0.6625, 0.6400, -4.0684], [3.2383, 0.6360, 2.9102], [-1.8441, -0.5492, -1.6824], [-0.3739, -3.2814, 0.7798], [1.9431, 2.1669, -3.6609], [3.2866, 1.3630, 3.5252], [-2.1377, -3.9237, 0.2045], [1.3172, -1.2486, -3.7345], [2.8707, 2.1991, 0.3303], [-2.2336, 2.0616, 1.6228], [0.7592, -0.9361, -4.4563], [2.6056, 2.5772, 1.1649], [1.5730, -3.1992, 0.2544], [-3.6762, 1.3218, -0.1139], [-4.2581, -1.7465, 1.4163], [3.5650, -2.0257, -0.5065], [3.3068, -1.6660, 0.4997], [-0.4201, 1.4939, 2.4334], [-0.3819, -0.5322, 3.2280], [-4.1804, 0.8406, -0.8230], [0.6736, -2.6786, 0.5701], [-3.7597, -1.0322, 1.8415], [-2.9349, -3.9185, 0.7477], [-1.7017, 0.1896, 2.3356], [-4.4555, 1.6067, -1.3421], [-2.5439, -4.1259, 1.6049], [-2.4834, -0.1033, -1.0969], [-0.6271, 0.0580, 2.3472], [-1.2076, -1.0476, 0.7220], [-0.3166, -0.4769, 0.9624], [2.1278, -0.7105, 0.6551], [-2.9170, -1.5059, 1.8611], [3.1152, 2.1914, 3.0620], [0.5080, 1.7208, 2.5614], [4.2145, -1.0787, 0.6956], [1.7417, 2.8622, -1.9607], [1.1397, 1.7315, -3.9573], [-0.9502, 0.3767, -3.1787], [2.0305, 3.3355, 1.0709], [0.8143, -1.3448, 0.7381], [-3.1868, 1.9126, 1.5055], [2.3143, -0.3082, 1.6336], [-0.2851, 0.3140, 0.2128], [3.4768, -2.5698, 1.0839], [-3.4371, 1.0608, 1.8853], [2.2355, -0.0018, -0.1609], [-1.4567, 0.9870, -4.4886], [1.4060, 3.3102, -1.1610], [-2.3779, -1.1701, -2.1896], [1.3831, 4.2404, -1.4089], [0.6580, -1.4354, -3.0559]],
  "forces_ev_per_angstrom": [[0.0, 0.0, -0.2], [-0.1, 0.2, -0.2], [0.0, 0.2, -0.4], [0.3, -0.1, -0.2], [0.5, 0.1, -0.2], [0.6, -0.1, 0.3], [0.1, 0.1, 1.3], [0.0, 0.2, -0.1], [0.0, -0.2, 0.1], [-0.4, 0.6, -0.5], [-0.2, -0.2, 0.3], [0.1, 0.2, -0.1], [0.4, -0.4, 1.6], [0.2, 0.0, -0.1], [-0.5, -0.5, 0.1], [-0.5, 0.4, -0.1], [-0.8, 0.2, -0.2], [2.1, -0.2, -1.1], [1.0, -0.3, 0.5], [0.6, 0.1, -0.1], [0.6, 0.9, 0.3], [-0.9, 0.3, 0.5], [0.3, -0.8, -0.2], [-0.2, -0.1, 0.2], [-0.3, -1.2, 0.3], [-0.2, -0.3, -0.3], [-0.2, 0.0, 0.0], [-0.2, 0.0, -0.4], [-1.1, 2.2, -0.6], [0.2, -0.4, -0.4], [-0.5, -0.8, -0.1], [0.5, -2.0, 0.4], [0.2, 0.2, 0.2], [0.1, -0.5, -0.5], [0.2, -0.1, -0.1], [-0.2, 0.2, 0.2], [-0.3, 0.2, -0.2], [-0.6, -0.2, -0.1], [-0.2, 0.0, 0.2], [0.0, -0.1, -1.0], [0.8, -0.1, -0.5], [0.1, 0.4, -0.4], [-0.3, 1.0, 0.2], [0.1, 0.3, 0.3], [-0.8, 0.2, 0.7], [0.1, -0.1, 0.1], [-0.5, 0.4, 0.2], [0.1, 0.0, 0.0], [0.1, 0.1, -0.1], [-0.1, 0.0, 0.1], [0.0, -0.1, 0.0], [0.2, -0.1, 0.1]],
  "mulliken_charge": [0.33, -0.64, 0.30, -0.60, -0.60, -0.73, -0.65, 0.36, -0.63, 0.25, 0.34, 0.32, -0.57, 0.43, 0.43, 0.34, 0.45, -1.96, -0.59, 0.28, -0.67, -0.25, -0.60, -0.63, 0.17, 0.31, 0.32, 0.25, -0.52, 0.00, 0.03, 0.96, 0.21, 0.36, 0.27, 0.42, 0.37, 0.36, 0.44, 0.29, 0.43, -0.72, -0.24, 0.11, 0.50, 0.35, 0.10, 0.26, -0.59, 0.27, 0.27, 0.28],
  "relative_energy_kj_mol": 264.82,
  "total_energy_ha": -1243.16831,
  "mol_weight_g_mol": 315.3,
  "gap_ev": 9.98,
  "smiles": "CCN(C=O)CCO.O.O.O.O.O.O.O.O.O.O.O",
  "homo_ev": -9.93
}

{
  "formula": "C4H6MgNaO2",
  "method": "ωB97M-V/def2-TZVPD",
  "elements": ["C", "O", "Na", "C", "Mg", "H", "O", "H", "C", "H", "H", "C", "H", "H"],
  "positions_angstrom": [[1.0419, 0.6147, -0.3313], [-0.5660, -0.8306, 2.9755], [2.3015, 1.7157, -3.2684], [0.3615, -0.2329, -1.1285], [-0.2556, 3.1861, -1.1930], [-1.7083, -2.6981, 0.4283], [0.4363, 1.7812, 0.1243], [-2.2455, -1.0006, 0.9905], [-1.5165, -1.8271, 1.0584], [0.8596, -1.1490, -1.4508], [0.5862, 1.9575, 1.0596], [-0.6663, -1.9161, 2.1275], [-0.5951, 0.0427, -1.5777], [1.9664, 0.3565, 0.1856]],
  "forces_ev_per_angstrom": [[-1.0, -1.5, 0.4], [1.0, -7.3, -4.1], [-0.3, 0.2, 0.1], [1.1, 1.0, -0.1], [0.0, 0.6, -0.9], [0.3, 0.4, 0.0], [0.0, -0.2, 0.1], [0.7, -0.5, 0.4], [0.4, -2.2, -0.1], [-0.3, 0.2, 0.2], [0.2, -0.2, 0.3], [-2.3, 9.6, 3.8], [0.2, -0.2, 0.3], [-0.1, 0.1, -0.4]],
  "mulliken_charge": [0.19, -0.34, 0.65, -0.75, 0.08, 0.31, -0.35, 0.30, -0.62, 0.30, 0.29, 0.35, 0.21, 0.36],
  "relative_energy_kj_mol": 269.32,
  "total_energy_ha": -668.44636,
  "mol_weight_g_mol": 133.4,
  "charge": 1,
  "gap_ev": [5.22, 4.89],
  "homo_ev": [-9.82, -9.82]
}

{
  "formula": "C35H47ClF6Ge2N4O6PtS3",
  "method": "ωB97M-V/def2-TZVPD",
  "elements": ["C", "C", "Ge", "C", "H", "C", "H", "O", "C", "Ge", "H", "Pt", "S", "C", "H", "F", "C", "C", "H", "H", "C", "C", "H", "O", "H", "H", "H", "F", "N", "H", "H", "H", "C", "C", "H", "F", "Cl", "H", "O", "H", "C", "S", "H", "H", "H", "C", "H", "C", "C", "H", "N", "H", "H", "C", "H", "H", "H", "H", "H", "H", "H", "H", "H", "H", "C", "C", "H", "H", "C", "C", "F", "H", "C", "H", "H", "H", "H", "N", "H", "O", "S", "C", "C", "C", "C", "H", "O", "H", "C", "C", "N", "C", "H", "C", "F", "C", "H", "C", "F", "H", "C", "C", "H", "O", "C"],
  "positions_angstrom": [[-1.6472, -1.1283, -4.3267], [-4.6499, 0.7918, 1.5262], [4.7402, -2.2819, -1.7936], [3.8386, 1.9303, -1.8559], [0.2725, 1.5313, -2.6888], [5.1940, -3.7830, -0.6470], [6.0559, -3.5217, -0.0342], [1.0475, -5.8052, -1.5774], [-1.2549, -4.5063, -1.6899], [2.7607, -0.5231, -0.7330], [3.0127, -3.1260, -3.4969], [0.6080, -1.6341, -0.2675], [1.6722, -4.2207, 1.2567], [-2.5860, 3.4373, 0.8272], [0.9108, 0.5615, 2.3750], [-1.9389, -3.5830, -1.0181], [3.7038, -0.0090, 0.8984], [0.0291, 4.0802, 1.5264], [-7.4317, 0.2713, 3.5728], [-3.3908, 1.7740, 3.0027], [-4.3135, 1.6281, 0.2744], [4.0637, -2.8486, -3.5257], [4.5985, 3.7936, -2.5895], [1.1382, -3.3607, -1.8984], [-2.4979, -1.0148, 0.5334], [6.4182, -0.5299, -0.9707], [-0.8082, 5.0520, 3.2367], [1.7639, -4.0707, 3.8242], [-1.1302, 0.9268, 2.7192], [-5.8189, -0.3953, 3.7763], [4.8961, -1.7812, 1.1770], [4.2327, -2.0736, -4.2710], [-5.8593, 2.3296, 3.2313], [3.9183, 2.5316, -4.1852], [-1.4382, 1.4191, -3.2264], [0.2499, -2.7941, 2.9461], [1.6627, 4.5062, 1.9446], [4.6438, -3.7352, -3.7932], [2.3879, -5.4508, 1.3226], [-5.4551, 3.2361, 2.7842], [-4.0007, 3.1246, 0.4003], [-0.3171, -0.6738, -3.2298], [-4.7002, 3.6273, 1.0649], [4.0696, 2.1777, -0.8272], [5.9009, -0.1799, -2.6377], [4.6355, -0.8044, 1.5610], [-3.4642, 1.1381, -0.2058], [3.3495, 1.2177, 1.4653], [-0.4144, 1.0989, -3.4152], [-1.7033, -2.2138, -4.3445], [-0.4972, -0.4919, 1.1348], [3.2018, 1.0447, -5.5587], [-6.8413, 2.4832, 0.6934], [-1.8247, -0.4568, 1.1584], [-7.2056, 0.7705, 0.4426], [0.6213, 3.0535, -0.2581], [-3.1308, 4.4946, 2.6103], [-3.8059, 0.0963, 3.3730], [4.3857, -4.1149, -0.0063], [-0.0914, 1.3698, -4.4195], [5.3145, 1.1806, 4.2193], [-1.7026, 2.4704, -0.8716], [4.1805, 3.2376, -4.9620], [-5.1456, 1.5006, -0.4200], [3.9257, 1.6460, 2.6536], [3.0234, 0.4014, -3.5217], [-1.4270, -0.7483, -5.3239], [-2.5724, -0.7033, -3.9394], [3.2496, 0.7042, -2.1767], [-1.5130, 3.0315, 0.0361], [-0.0791, -4.9307, 3.0770], [5.9344, -1.0088, 3.2504], [-2.3135, 4.1606, 1.9810], [5.4633, -4.6045, -1.3141], [-5.2391, 2.0643, 4.0887], [2.6154, 1.8596, 0.9868], [-8.0291, 1.6681, 1.7033], [0.3708, -4.2256, 0.3275], [-6.8468, 2.5780, 3.6223], [-0.8903, -0.9541, -1.8442], [0.5432, -4.5231, -1.2227], [5.2146, -0.3767, 2.7468], [-3.5363, 0.7864, 2.5745], [4.8632, 0.8495, 3.2934], [-1.0120, 4.4846, 2.3395], [-5.4617, -0.6626, 0.4665], [2.4461, -2.9958, 1.0420], [2.5938, -0.5540, -3.7962], [6.1674, -0.9673, -1.9354], [0.8318, -3.9926, 2.8856], [-2.2097, 0.4070, 2.0895], [3.3628, 1.3026, -4.5191], [-6.7969, -0.8751, 2.3959], [-6.0041, 1.1669, 2.2384], [-1.3325, -4.2304, -2.9957], [-6.5332, -0.0352, 3.0353], [-4.1635, 3.5701, -0.5848], [4.1532, 2.8434, -2.8542], [-1.7801, -5.6937, -1.4608], [3.6375, 2.5999, 3.0762], [-0.1169, 0.3707, 2.1137], [-0.2085, 3.3481, 0.3732], [7.0393, -1.5084, -2.3142], [-4.7151, -0.5731, 1.0701], [-7.0684, 1.5456, 1.2023]],
  "forces_ev_per_angstrom": [[0.0, 0.0, 0.0], [0.0, -0.1, 0.0], [0.1, 0.1, 0.0], [0.0, 0.0, 0.0], [0.0, 0.0, 0.0], [0.0, 0.1, 0.0], [0.0, 0.0, 0.0], [0.0, 0.1, -0.2], [0.1, 0.0, 0.0], [-0.2, -0.1, 0.1], [0.0, 0.0, 0.0], [0.7, 0.5, -0.6], [0.0, 0.1, -0.1], [0.0, 0.0, 0.0], [0.0, 0.0, 0.0], [0.0, 0.0, 0.0], [0.0, 0.1, 0.0], [0.0, 0.0, 0.0], [0.0, 0.0, 0.0], [0.0, 0.0, 0.0], [0.0, 0.0, 0.0], [0.0, 0.0, 0.0], [0.0, 0.0, 0.0], [-0.2, 0.0, 0.1], [0.0, 0.0, 0.0], [0.0, 0.0, 0.0], [0.0, 0.0, 0.0], [0.0, 0.0, 0.0], [0.0, 0.1, -0.1], [0.0, 0.0, 0.0], [0.0, 0.0, 0.0], [0.0, 0.0, 0.0], [0.0, 0.0, 0.0], [0.0, 0.0, 0.0], [0.0, 0.0, 0.0], [0.0, 0.0, 0.0], [0.0, 0.0, 0.0], [0.0, 0.0, 0.0], [0.1, 0.1, 0.0], [0.0, 0.0, 0.0], [0.0, 0.0, 0.0], [0.0, -0.1, 0.0], [0.0, 0.0, 0.0], [0.0, 0.0, 0.0], [0.0, 0.0, 0.0], [0.0, 0.0, 0.0], [0.0, 0.0, 0.0], [0.0, 0.0, 0.0], [0.0, 0.0, 0.1], [0.0, 0.0, 0.0], [-0.1, -0.1, 0.0], [0.0, 0.0, 0.0], [0.0, 0.0, 0.0], [0.0, 0.1, -0.1], [0.0, 0.0, 0.0], [0.0, 0.0, 0.0], [0.0, 0.0, 0.0], [0.0, 0.0, 0.0], [-0.1, 0.0, 0.0], [0.0, 0.0, 0.0], [0.0, 0.0, 0.0], [0.0, 0.0, 0.0], [0.0, 0.0, 0.0], [0.0, 0.0, 0.0], [0.0, 0.0, 0.0], [-0.1, 0.0, 0.0], [0.0, 0.0, 0.0], [0.0, 0.0, 0.0], [0.0, 0.1, 0.0], [0.0, 0.0, 0.0], [0.0, 0.0, 0.0], [0.0, 0.0, 0.0], [0.0, 0.0, 0.0], [0.0, 0.0, 0.0], [0.0, 0.0, 0.0], [0.0, 0.0, 0.0], [0.0, 0.0, 0.0], [0.2, -0.2, -0.1], [0.0, 0.0, 0.0], [0.0, 0.1, 0.1], [-0.1, -0.2, 0.3], [0.0, 0.0, 0.0], [0.0, 0.0, 0.0], [0.0, 0.0, 0.0], [0.0, 0.0, 0.0], [0.0, 0.0, 0.0], [-0.4, -0.3, 0.2], [0.0, 0.0, 0.0], [0.0, 0.0, 0.0], [0.0, 0.0, 0.0], [0.0, -0.1, 0.1], [0.0, 0.0, 0.0], [0.0, 0.0, 0.0], [0.0, 0.0, 0.0], [0.0, 0.0, 0.0], [0.0, 0.0, 0.0], [0.0, 0.0, 0.0], [0.0, 0.0, 0.0], [0.0, 0.0, 0.0], [0.0, 0.0, 0.0], [0.0, -0.1, 0.1], [0.0, 0.0, 0.0], [0.0, 0.0, 0.0], [0.1, 0.1, 0.0], [0.0, 0.0, 0.0]],
  "mulliken_charge": [-1.19, 1.74, 0.66, -0.54, -0.05, -1.04, 0.43, -0.66, 0.59, -2.51, 0.18, 3.85, 0.72, 0.00, 0.63, -0.16, 1.13, 0.44, 0.46, 0.66, -0.97, -1.04, 0.45, -0.60, 0.76, 0.31, 0.46, -0.20, -1.19, 0.31, 0.30, 0.37, -1.58, -0.70, 0.46, -0.13, -0.21, 0.51, -0.60, 0.22, -1.64, 0.90, 0.60, 0.34, 0.27, 0.02, 0.11, -0.13, -0.97, 0.28, -0.85, 0.48, 0.30, 0.03, 0.36, 0.59, 0.44, 0.59, 0.20, 0.54, 0.39, 0.37, 0.41, 0.89, -0.39, 0.13, 0.48, 0.36, 0.95, 0.02, -0.20, 0.46, -0.09, 0.46, 0.35, -0.02, 0.51, -0.50, 0.54, -1.16, 0.85, -0.79, -2.30, -0.83, -1.08, 0.57, -0.40, 0.91, -1.05, 0.61, 1.18, -1.25, 0.37, 1.53, -0.23, -1.71, 0.36, -0.74, -0.20, 0.39, -1.17, -0.63, 0.53, -0.75, -1.83],
  "relative_energy_kj_mol": 85.11,
  "total_energy_ha": -8559.14434,
  "mol_weight_g_mol": 1205.7,
  "charge": 1,
  "gap_ev": [7.87, 6.19],
  "s_squared": 3.758,
  "multiplicity": 4,
  "homo_ev": [-9.84, -11.26]
}

{
  "formula": "C3H7OP",
  "method": "ωB97M-V/def2-TZVPD",
  "elements": ["H", "P", "C", "C", "H", "H", "C", "H", "H", "H", "O", "H"],
  "positions_angstrom": [[-2.6921, -0.9972, -1.0693], [-2.6803, -0.3594, 0.3024], [0.2126, -0.3489, 0.0263], [1.4641, 0.4255, 0.5059], [1.5172, 0.4370, 1.5639], [-3.7223, 0.4701, 0.0083], [-1.1651, 0.7116, 0.0310], [0.1493, -1.3251, 0.4874], [0.4179, -0.6941, -1.1112], [1.2603, 1.4300, 0.0634], [-1.0284, 1.9187, -0.0357], [2.3514, 0.0077, 0.1490]],
  "forces_ev_per_angstrom": [[0.3, 0.7, 1.6], [0.7, -1.2, -1.1], [0.2, 1.0, -2.8], [-2.8, 1.0, -1.2], [-0.1, 0.4, 1.1], [-0.7, 1.0, -0.3], [2.2, -0.7, -0.1], [-0.9, 0.0, 0.6], [-0.8, 1.2, 2.2], [0.9, -0.4, 0.7], [-0.4, -2.3, 0.2], [1.4, -0.6, -0.8]],
  "mulliken_charge": [0.08, -0.12, -0.57, -1.03, 0.29, 0.06, 0.47, 0.42, 0.26, 0.27, -0.48, 0.36],
  "relative_energy_kj_mol": 130.87,
  "total_energy_ha": -535.02836,
  "mol_weight_g_mol": 90.1,
  "gap_ev": 9.93,
  "smiles": "CCC(=O)P",
  "homo_ev": -9.38
}

{
  "formula": "C9H11ClN2O2SW",
  "method": "ωB97M-V/def2-TZVPD",
  "elements": ["C", "O", "H", "C", "C", "O", "H", "N", "C", "H", "H", "H", "H", "H", "H", "N", "C", "H", "C", "S", "Cl", "H", "C", "C", "H", "C", "W"],
  "positions_angstrom": [[1.0671, -0.5821, -2.3362], [-1.0563, 2.1811, 1.8927], [-1.8158, -2.1858, 4.3363], [2.0970, -0.1288, -1.4541], [1.9332, 1.2740, -1.2666], [-1.9529, -2.2510, 0.4290], [-0.6236, 0.5266, -3.2848], [0.1969, -3.0486, 2.8779], [-0.6002, -1.9987, 2.7443], [0.0562, -3.6568, 3.6733], [2.8769, -0.7358, -1.0270], [2.5581, 1.9205, -0.6715], [0.3849, 3.6224, -1.1992], [0.9229, -1.5965, -2.6753], [0.7545, 3.6344, -2.9300], [-1.6099, -1.6254, 3.5167], [0.7853, 1.7087, -2.0276], [0.9765, -3.2983, 2.2366], [0.2739, 0.5374, -2.6935], [-0.1352, -0.9222, 1.5116], [-2.5039, 0.9424, -1.2875], [-0.8166, 3.0362, -2.3599], [-0.6793, 1.4540, 1.0624], [-1.1935, -1.3703, 0.1087], [-2.2126, -0.7925, 3.3662], [0.2488, 3.0787, -2.1343], [0.0674, 0.2763, -0.4082]],
  "forces_ev_per_angstrom": [[0.3, 0.2, -0.1], [1.3, -3.2, -3.2], [-0.3, 0.0, 0.0], [-0.3, 0.1, -0.2], [-0.2, 0.3, -0.5], [1.6, 2.5, -2.4], [-0.1, -0.1, -0.2], [-0.4, -0.1, 0.3], [0.4, -0.2, 0.4], [0.1, -0.3, 0.0], [0.1, -0.1, 0.1], [0.1, 0.0, 0.0], [0.0, 0.1, -0.1], [0.0, 0.0, 0.0], [0.0, -0.1, 0.1], [0.3, -0.4, -0.1], [1.0, -0.6, 0.2], [-1.0, 0.6, 0.6], [0.4, -0.1, 0.3], [3.4, 0.3, 4.8], [2.4, -0.5, 1.1], [0.0, 0.1, 0.0], [-1.8, 5.8, 3.7], [-3.8, -3.7, -0.9], [0.9, -0.9, -0.1], [-0.3, 0.5, 0.0], [-4.0, -0.1, -4.0]],
  "mulliken_charge": [-0.47, -0.28, 0.24, -0.49, -0.64, -0.42, 0.48, -0.31, 0.70, 0.25, 0.57, 0.47, 0.34, 0.55, 0.36, -0.30, 0.68, 0.25, -0.37, -0.42, -0.17, 0.33, 0.45, 0.41, 0.25, -1.24, 0.79],
  "relative_energy_kj_mol": 0.00,
  "total_energy_ha": -1534.28609,
  "mol_weight_g_mol": 430.6,
  "charge": 2,
  "gap_ev": [7.06, 7.19],
  "s_squared": 2.040,
  "multiplicity": 3,
  "homo_ev": [-16.14, -16.71]
}

no.,F_max (eV Å⁻¹)
1,5.631
2,2.516
3,10.532
4,1.056
5,3.187
6,7.113